{
  "formula": "C4H7NO2",
  "method": "the ωB97M-V functional and the def2-TZVPD basis",
  "species": ["H", "C", "C", "H", "H", "N", "C", "O", "H", "C", "H", "H", "H", "O"],
  "coordinates": [[0.348, 0.969, -1.556], [-1.186, -0.659, -0.692], [0.116, 1.161, -0.468], [0.538, 0.343, 1.465], [0.283, 2.202, -0.181], [-1.255, 0.721, -0.227], [0.836, 0.135, 0.421], [0.537, -2.246, 0.103], [-0.958, -0.670, -1.789], [0.096, -1.128, -0.011], [2.432, -0.908, 0.463], [-1.938, 1.278, -0.722], [-2.067, -1.263, -0.474], [2.221, 0.026, 0.295]],
  "forces_ev_per_angstrom": [[0.38, 0.48, 0.85], [0.00, -0.21, -0.26], [0.19, 0.08, -0.28], [0.03, 0.04, -0.19], [0.00, -0.22, -0.14], [-0.20, 0.10, -0.04], [-0.26, 0.05, -0.06], [-0.22, 0.40, -0.12], [-0.26, -0.36, 0.45], [0.06, -0.26, 0.02], [0.04, 0.18, -0.10], [0.05, -0.09, -0.06], [0.14, 0.04, 0.00], [0.05, -0.22, -0.07]],
  "mulliken_charge": [0.262, -0.393, -0.624, 0.232, 0.359, -0.474, 0.264, -0.581, 0.253, 0.273, 0.342, 0.248, 0.371, -0.532],
  "gap_ha": 0.3850,
  "smiles": "O=C1CNC[C@@H]1O",
  "charge": 0,
  "e_above_lowest_kj_mol": 139.4
}

=====

{
  "formula": "C10H12O2S",
  "method": "the ωB97M-V functional and the def2-TZVPD basis",
  "species": ["H", "H", "S", "H", "C", "C", "H", "C", "C", "H", "H", "C", "O", "H", "C", "C", "C", "C", "H", "H", "H", "C", "H", "H", "O"],
  "coordinates": [[1.705, 1.377, -2.714], [1.306, -0.888, 2.186], [-1.262, 0.409, 2.471], [-2.364, 1.788, 1.385], [-1.515, -1.343, 0.310], [0.340, -2.744, -0.397], [-0.402, 3.297, 0.613], [-0.958, -2.250, -0.521], [-0.658, -0.815, 1.348], [0.697, -3.740, -0.887], [1.194, -0.245, -1.666], [1.351, 0.868, -1.796], [-1.221, 2.864, 0.235], [2.685, 2.194, -0.446], [1.135, -2.255, 0.611], [0.687, -1.233, 1.418], [0.474, 1.721, -0.959], [-0.733, 2.185, -0.884], [-2.654, -1.162, 0.392], [-1.696, -2.701, -1.227], [-1.459, 2.088, -1.713], [1.802, 1.506, -0.521], [2.000, 0.792, 0.386], [2.155, -2.537, 0.740], [-2.608, 0.824, 1.637]],
  "forces_ev_per_angstrom": [[-0.12, -1.02, 0.40], [0.88, 0.74, 1.05], [0.43, -1.05, 0.01], [-0.80, -1.96, -0.16], [-0.73, 1.50, 3.04], [0.53, -2.48, -0.51], [-1.48, -0.68, -0.17], [-1.22, -1.89, -1.72], [0.04, -0.08, -1.11], [-0.85, 2.25, 0.34], [0.15, 1.44, -0.88], [-0.23, -0.46, -0.30], [1.58, 1.10, -0.05], [-1.38, 0.03, -0.65], [0.08, 0.77, -0.39], [-2.31, -0.18, -0.30], [-0.08, -0.33, -1.03], [-1.47, 0.25, -0.10], [2.27, -0.05, -0.59], [1.03, 0.15, 0.31], [0.32, -0.13, 0.88], [3.41, -1.16, 3.73], [-0.80, 1.06, -1.74], [0.53, -0.63, 0.00], [0.20, 2.80, -0.06]],
  "mulliken_charge": [0.263, 0.515, 0.024, 0.387, -0.401, -0.546, 0.310, -0.191, 0.738, 0.230, 0.046, -0.476, -0.539, 0.261, -0.299, -0.955, 0.179, -0.006, 0.293, 0.304, 0.357, -0.370, 0.005, 0.369, -0.499],
  "gap_ha": 0.3153,
  "smiles": "OSc1ccccc1.OC=C1CC1",
  "charge": 0,
  "e_above_lowest_kj_mol": 423.8
}

=====

{
  "formula": "C5H4N2O",
  "method": "the ωB97M-V functional and the def2-TZVPD basis",
  "species": ["O", "C", "C", "N", "H", "H", "C", "C", "H", "N", "C", "H"],
  "coordinates": [[1.882, 1.928, 0.432], [-1.535, 0.984, -0.166], [1.088, -1.348, -0.129], [1.735, -0.218, -0.136], [2.283, 1.512, 1.328], [-0.908, -2.351, -0.168], [-0.848, -0.126, -0.114], [-0.346, -1.316, -0.234], [1.528, -2.281, -0.315], [1.142, 0.851, -0.128], [-2.186, 1.966, -0.201], [-2.624, 2.941, -0.095]],
  "forces_ev_per_angstrom": [[0.37, -2.19, 2.65], [-0.38, -1.21, -0.06], [-1.03, 0.14, -1.11], [2.93, -1.91, 1.40], [-1.11, 1.38, -2.87], [0.97, 2.48, -0.51], [1.77, 0.11, 0.12], [-0.61, -2.46, 1.41], [1.16, -0.80, -0.24], [-2.10, 1.20, -0.76], [-1.96, 3.74, 0.09], [0.00, -0.48, -0.14]],
  "mulliken_charge": [-0.428, -0.352, -0.208, -0.556, 0.365, 0.278, 0.926, -0.616, 0.403, 0.153, -0.396, 0.431],
  "gap_ha": 0.2460,
  "charge": 0,
  "e_above_lowest_kj_mol": 737.2
}

=====

{
  "formula": "C35H33BN8O6SeTa",
  "method": "the ωB97M-V functional and the def2-TZVPD basis",
  "species": ["C", "H", "C", "C", "C", "C", "H", "H", "C", "C", "C", "C", "H", "C", "C", "H", "C", "N", "O", "N", "C", "H", "C", "H", "H", "H", "O", "H", "C", "B", "N", "H", "H", "H", "H", "O", "C", "H", "C", "H", "Se", "C", "C", "N", "C", "C", "H", "C", "H", "H", "C", "H", "H", "N", "C", "C", "C", "H", "O", "H", "C", "C", "C", "N", "H", "C", "Ta", "H", "N", "C", "C", "O", "H", "H", "C", "H", "C", "H", "C", "H", "H", "H", "O", "N", "H"],
  "coordinates": [[-3.995, -2.699, 3.230], [1.983, 1.646, 5.725], [0.179, 0.156, 4.326], [-4.399, -0.711, -0.448], [-1.043, 1.554, -3.099], [-2.494, 0.368, 0.540], [5.617, -0.717, -0.827], [-4.218, -3.090, -2.288], [-1.615, -1.252, 3.165], [1.255, 0.909, 3.879], [-3.922, -1.451, 3.838], [2.202, 1.748, 4.666], [-0.011, 1.287, -3.282], [-4.212, -2.024, -2.518], [3.205, -1.355, -2.394], [-2.988, 3.038, -0.759], [1.689, 4.613, 1.291], [3.025, 0.560, 0.656], [-0.110, -4.391, 0.042], [-3.614, -1.264, -1.422], [-2.718, 2.555, -1.690], [2.115, 2.801, 4.398], [-0.054, 3.758, -0.432], [-0.159, 0.051, 5.342], [6.308, 0.693, 1.360], [-4.538, 0.568, 1.239], [1.073, -2.204, 1.125], [1.299, -1.084, -5.182], [3.757, -3.078, -3.974], [2.199, 1.537, 1.521], [0.402, 1.581, -0.268], [4.339, -3.949, -4.243], [1.495, 4.480, 2.356], [5.077, 0.563, 2.617], [2.916, 2.296, 2.089], [-1.982, 1.189, 1.277], [-1.396, 2.170, -1.904], [3.234, 1.444, 4.495], [2.044, -1.473, -4.501], [1.348, 5.604, 1.005], [1.106, -3.391, -0.114], [5.285, 0.952, 1.620], [3.430, -0.683, -1.110], [0.335, -0.062, 2.124], [-0.380, 2.490, -0.887], [-0.379, -0.441, 3.207], [-5.453, -0.941, -0.524], [-2.250, -1.038, -1.461], [-2.689, 0.254, 4.250], [-3.628, -1.859, -3.417], [-2.878, -3.225, 2.602], [2.765, 4.556, 1.134], [-0.488, 4.686, -0.756], [1.239, 2.277, 0.565], [0.968, 3.586, 0.488], [-2.743, -0.729, 3.801], [-3.679, 2.292, -2.652], [2.630, -3.075, -5.798], [0.567, -2.039, -1.160], [-1.723, 0.818, -4.990], [4.641, -0.420, -0.484], [-2.005, 1.301, -4.065], [-3.324, 1.664, -3.840], [2.440, -0.108, -0.392], [-0.812, -2.958, 2.135], [3.966, -2.464, -2.751], [0.373, -0.586, 0.051], [5.199, 2.037, 1.655], [-1.680, -0.412, -0.332], [4.351, 0.365, 0.618], [2.256, -0.856, -3.281], [2.567, -3.854, -0.488], [-4.918, -3.263, 3.260], [1.695, 0.031, -3.013], [2.794, -2.588, -4.847], [-4.074, 1.471, -4.596], [-1.686, -2.511, 2.579], [-4.788, -1.039, 4.340], [-3.911, 0.094, 0.502], [-4.707, 2.585, -2.478], [-5.231, -1.677, -2.675], [4.690, -2.865, -2.056], [-1.578, -1.368, -2.409], [1.334, 0.768, 2.550], [-2.914, -4.203, 2.143]],
  "forces_ev_per_angstrom": [[0.00, 0.02, 0.01], [0.00, 0.00, 0.00], [-0.06, 0.02, 0.01], [0.02, -0.02, -0.06], [0.02, -0.02, 0.01], [0.02, 0.08, 0.24], [0.02, 0.00, -0.01], [0.02, 0.00, -0.01], [0.11, 0.01, 0.08], [0.02, 0.01, 0.01], [-0.01, 0.01, -0.03], [-0.01, 0.00, 0.00], [0.01, 0.00, -0.01], [-0.01, 0.00, -0.02], [-0.04, 0.04, -0.01], [-0.01, 0.01, 0.01], [-0.01, -0.01, -0.01], [0.04, -0.01, 0.00], [-0.02, -0.15, -0.01], [-0.04, 0.06, 0.06], [-0.01, -0.02, 0.02], [0.00, 0.01, 0.00], [0.02, 0.00, -0.01], [-0.01, 0.00, 0.02], [0.00, 0.00, 0.00], [-0.03, 0.00, 0.02], [-0.06, -0.08, 0.18], [-0.01, 0.00, -0.01], [-0.01, 0.01, -0.01], [-0.01, 0.02, -0.01], [0.00, 0.03, -0.04], [0.01, -0.01, 0.00], [0.00, 0.00, 0.01], [0.00, 0.00, 0.01], [-0.02, 0.00, 0.00], [0.00, -0.03, -0.07], [0.02, 0.00, -0.02], [0.01, 0.00, 0.00], [0.01, 0.00, 0.01], [0.00, 0.00, 0.00], [-0.35, 0.48, -0.06], [-0.02, -0.02, -0.01], [-0.03, -0.02, 0.00], [0.05, 0.03, 0.03], [-0.03, -0.02, 0.03], [0.01, -0.05, -0.14], [0.00, -0.01, 0.00], [-0.05, -0.10, -0.02], [-0.01, 0.02, 0.01], [-0.01, 0.00, -0.01], [0.02, 0.00, -0.01], [0.01, 0.00, 0.00], [0.00, 0.01, -0.01], [0.01, -0.01, 0.00], [0.01, 0.01, 0.04], [0.01, 0.00, 0.01], [0.00, 0.01, -0.01], [0.00, -0.01, -0.01], [0.08, -0.20, -0.05], [0.01, 0.00, -0.01], [0.05, 0.01, -0.03], [-0.02, 0.00, 0.01], [0.02, 0.01, 0.01], [0.02, -0.08, 0.01], [0.02, -0.03, 0.00], [0.01, 0.00, 0.00], [-0.08, 0.20, -0.07], [0.00, 0.01, -0.01], [0.21, -0.12, 0.03], [0.01, 0.02, 0.04], [0.01, -0.01, -0.01], [0.12, -0.03, -0.02], [0.00, -0.01, 0.00], [-0.01, 0.01, 0.00], [0.01, 0.01, 0.03], [-0.01, -0.01, -0.01], [-0.05, 0.03, -0.04], [0.00, 0.00, 0.00], [0.03, -0.06, -0.03], [-0.01, 0.00, 0.00], [0.01, -0.01, 0.02], [0.01, -0.01, 0.01], [0.01, 0.03, -0.04], [-0.03, -0.01, 0.02], [-0.01, -0.02, 0.00]],
  "mulliken_charge": [-0.465, 0.399, -1.578, -0.218, 0.236, 1.104, 0.610, 0.280, 0.586, 1.313, -0.813, -1.341, 0.558, -1.127, 0.823, 0.440, -1.521, 0.594, -0.604, 0.453, -0.227, 0.248, -1.162, 0.625, 0.418, 0.522, -0.825, 0.471, -0.925, -0.940, 0.502, 0.404, 0.244, 0.219, -0.104, -0.725, 0.505, 0.247, -0.611, 0.429, 1.172, -1.465, -0.467, -0.064, -0.721, -0.367, 0.544, -0.192, 0.438, 0.375, -0.908, 0.283, 0.623, 0.618, 0.786, -0.514, -0.894, 0.418, -0.774, 0.419, -1.307, -0.854, -0.531, 0.702, 0.658, -0.566, 1.344, 0.291, 0.926, 0.818, 0.041, -0.545, 0.447, 0.381, -0.491, 0.465, 0.015, 0.439, -1.371, 0.445, 0.418, 0.447, -0.533, 0.497, 0.509],
  "gap_ha": 0.2691,
  "charge": 1
}

=====

{
  "formula": "C3H4O2",
  "method": "the ωB97M-V functional and the def2-TZVPD basis",
  "species": ["C", "H", "H", "H", "O", "H", "C", "C", "O"],
  "coordinates": [[2.988, 0.117, -0.240], [-1.015, -0.239, 0.365], [-0.390, 0.871, -0.715], [0.850, -0.301, 1.385], [2.099, -0.940, -0.135], [-0.246, -0.850, -1.100], [1.132, -0.063, 0.367], [-0.213, -0.053, -0.360], [2.120, 0.980, 0.265]],
  "forces_ev_per_angstrom": [[-0.49, -1.32, 0.18], [0.27, -0.11, -0.09], [-0.61, 3.07, -1.84], [0.82, 0.23, 0.61], [1.30, -0.41, -0.86], [0.11, 0.29, -0.23], [-1.07, -0.59, 0.72], [0.79, -2.40, 1.55], [-1.12, 1.24, -0.03]],
  "mulliken_charge": [-0.188, 0.317, 0.350, 0.257, -0.267, 0.309, 0.588, -1.140, -0.226],
  "gap_ha": 0.4004,
  "charge": 0,
  "e_above_lowest_kj_mol": 291.7
}

=====

Number 1: calculated total energy -361.827779 a.u.. Number 2: calculated total energy -936.778373 a.u.. Number 3: calculated total energy -377.383276 a.u.. Number 4: calculated total energy -4726.324710 a.u.. Number 5: calculated total energy -267.081699 a.u..